Density functional theory data (ωB97M-V/def2-TZVPD) for a cluster of 2 separate species, C2H4ClNO in total.

```
9
Properties=species:S:1:pos:R:3:nbo_charge:R:1
H 0.6460 2.7785 0.4621 0.37
N 0.7298 1.6928 0.4152 -0.68
C -0.1624 -1.1142 -0.1486 0.04
H -1.2165 -1.0358 -0.2504 0.16
H -0.0236 -1.5899 1.8812 0.51
H 0.2998 -1.4221 -1.0097 0.18
O 0.3072 -1.6888 0.9818 -0.71
C 0.1611 1.0328 -0.4359 0.20
Cl -0.7414 1.3467 -1.8957 -0.06
```

Summary:
E_HOMO	-8.4	eV
molecular weight	93.5	Da
LUMO level	0.025	Ha
DFT total energy	-668.680116	hartree
relative energy (zero: lowest compared OMol25 entry of this formula, charge and spin)	3.375	eV
multiplicity	1